Below is a 5-piece molecular cluster, C20H40IN2O14P2S overall, with properties calculated with wB97M-V/def2-TZVPD.

**ΔE to the lowest compared entry with this formula, charge and spin**: 0.0 kcal per mole
**Lowest unoccupied orbital energy**: -3.788 eV
**Charge**: +1

Structure (XYZ):
```
80
C20H40IN2O14P2S, DFT wB97M-V/def2-TZVPD
O 3.3071 -2.9200 1.6327
N 2.1982 -2.9117 1.3950
O 1.9737 -2.1832 -0.0012
C 1.2891 -1.0156 0.2201
N -0.2064 -1.1858 0.2656
C -0.8585 -0.0847 0.0375
P -2.7402 -0.0281 0.1833
O -3.0844 0.7364 -1.2004
I -2.6084 1.7110 1.8682
S 0.1477 1.2052 -0.4722
C 1.4437 -0.0245 -0.9262
C 2.8367 0.5339 -1.1667
P 3.7298 1.1024 0.3167
O 2.8113 1.3692 1.4265
O 4.8784 0.0165 0.5615
O 4.6005 2.3549 -0.1010
H 1.5461 -0.5276 1.1714
H -0.6517 -2.0683 0.4986
H -2.5593 1.5112 -1.4494
H 1.0854 -0.4888 -1.8439
H 3.4243 -0.2279 -1.6828
H 2.7466 1.3809 -1.8516
H 4.5652 -0.8821 0.7264
H 5.2440 2.2172 -0.8053
O 1.0824 -5.6807 1.4558
C 1.8301 -6.4487 0.9026
O 1.7607 -7.7481 1.2106
C 2.5365 -8.7559 0.5377
C 3.9301 -8.8793 1.1117
C 2.8678 -5.9483 -0.0772
H 2.5458 -8.5707 -0.5369
H 1.9705 -9.6701 0.7024
H 4.5105 -7.9672 0.9695
H 4.4592 -9.6974 0.6227
H 3.8796 -9.0895 2.1795
H 3.7243 -5.5889 0.4951
H 2.4228 -5.1110 -0.6112
H 3.2245 -6.6765 -0.7989
O -5.5424 -0.6992 1.4329
C -6.1927 0.2820 1.1723
O -6.5325 1.1063 2.1748
C -7.1623 2.3816 1.9650
C -8.6617 2.2608 1.8077
C -6.6457 0.5786 -0.2385
H -6.6992 2.8976 1.1226
H -6.9139 2.9431 2.8635
H -8.9320 1.6887 0.9201
H -9.1049 3.2532 1.7207
H -9.0911 1.7653 2.6778
H -7.5582 0.0102 -0.4225
H -5.8813 0.2163 -0.9217
H -6.8449 1.6263 -0.4418
O 1.2948 0.2974 -3.9305
C 1.8094 0.5282 -5.0020
O 1.4975 1.6745 -5.6104
C 2.0968 2.0977 -6.8538
C 1.4155 1.4761 -8.0508
C 2.7279 -0.4648 -5.6662
H 3.1691 1.9029 -6.8380
H 1.9622 3.1770 -6.8476
H 1.5267 0.3919 -8.0646
H 1.8520 1.8730 -8.9674
H 0.3519 1.7120 -8.0445
H 2.1052 -1.2005 -6.1770
H 3.2878 -0.9831 -4.8921
H 3.4145 -0.0357 -6.3886
O -2.6033 3.9171 4.7301
C -1.4963 4.3569 4.9082
O -1.3719 5.6102 5.3741
C -0.1034 6.1844 5.7279
C 0.6227 6.7497 4.5271
C -0.2691 3.5494 4.5575
H 0.5025 5.4593 6.2719
H -0.3626 6.9771 6.4269
H 0.8808 5.9723 3.8076
H 1.5449 7.2352 4.8476
H -0.0011 7.4890 4.0251
H -0.1045 3.6472 3.4831
H -0.4962 2.5085 4.7754
H 0.6449 3.8280 5.0723
```